[1]
Here is 2 unconnected molecules or ions with the total composition C5H11NO2 from OMol25. Energies are from ωB97M-V/def2-TZVPD.

The geometry in XYZ format:
```
19
Properties=species:S:1:pos:R:3:forces:R:3
O 1.3926 -1.2627 1.5387 0.9 1.7 -4.4
C 1.6516 -0.5442 0.4814 -1.6 3.0 5.5
N 1.3994 0.9034 0.5912 -2.9 -2.0 2.2
C 1.1627 1.7346 -0.5879 1.0 -1.5 -1.1
C -1.7644 -0.5494 -0.4083 0.0 2.3 -0.2
C -2.8230 -0.6948 0.6516 -0.9 -0.7 0.4
O -1.7796 0.8204 -0.7909 0.7 -2.0 -0.2
C 2.5699 -0.8359 -0.5358 2.2 -0.5 0.3
H 0.5636 1.0333 1.2906 2.1 -0.5 -1.7
H 0.3496 1.3138 -1.1888 -0.5 0.4 0.2
H 0.9668 2.7697 -0.3274 0.1 -0.1 0.1
H -2.0306 -1.3108 -1.1904 0.2 0.4 -0.2
H -2.6941 0.0515 1.4523 0.0 -0.3 -0.3
H -2.7943 -1.7210 1.0639 -0.2 0.2 0.2
H -3.8170 -0.5360 0.1719 0.6 0.0 0.4
H -0.7851 -0.8993 0.0241 -0.4 0.2 -0.3
H 3.3771 -0.0827 -0.6965 -1.2 -0.4 -0.4
H 2.0857 1.6166 -1.1890 -0.3 0.7 0.0
H 2.9690 -1.8065 -0.3507 0.2 -1.0 -0.7
```
Positions in Å, forces in eV/Å.

## Properties
energy = -10945.2693 eV
E_HOMO (spin up / spin down) = -0.092 / -0.089 Ha
LUMO level (spin up / spin down) = 3.70 / 1.59 eV
spin multiplicity = 2
total charge = -1
HOMO-LUMO gap (spin up / spin down) = 6.21 / 4.00 eV


[2]
Here is 2 unconnected molecules or ions with the total composition C5H11NO2 from OMol25. Energies are from ωB97M-V/def2-TZVPD.

The geometry in XYZ format:
```
19
Properties=species:S:1:pos:R:3:forces:R:3
O -1.2809 1.4622 2.1678 1.9 3.8 -2.8
C -0.8449 2.3339 1.2769 -3.5 -2.8 4.1
C -0.6130 1.8856 -0.0109 3.6 -1.0 -2.6
C 0.0783 0.6409 -0.4439 -2.3 1.0 1.2
C -0.0434 -0.4673 0.6083 -1.3 -0.3 0.2
C -0.2338 -2.3366 -0.8643 -0.6 -1.4 -0.7
N 0.5603 -1.6865 0.1513 0.5 0.5 -0.6
H -0.9745 3.4220 1.4038 0.3 -0.3 0.5
H -0.1321 -1.8245 -1.8364 -0.2 0.1 0.1
H -0.4961 2.6504 -0.7749 -1.1 0.1 -0.2
H -0.4013 0.2864 -1.3698 0.6 0.5 -0.3
H 1.1143 0.9043 -0.7343 0.5 -0.4 0.0
H -1.1531 -0.5766 0.6895 0.7 -0.4 -0.1
H 0.1637 -0.1488 1.6270 1.0 -0.2 -0.3
H -1.3022 -2.5452 -0.6062 0.8 0.7 0.2
H 0.1414 -3.3369 -1.1144 0.3 0.2 0.4
H 1.4889 -1.4649 -0.3318 -0.9 -0.6 0.7
H 2.4993 -0.9355 -2.7845 -0.5 0.0 1.3
O 1.9147 -1.0826 -1.9959 0.3 0.6 -1.2
```
Positions in Å, forces in eV/Å.

## Properties
energy = -10940.5687 eV
E_HOMO = -0.293 Ha
LUMO level = -4.31 eV
total charge = 0
HOMO-LUMO gap = 3.67 eV


Relative energy (zero: lowest compared OMol25 entry of this formula, charge and spin)? In order: 2.5682 8.6983 eV.
Maximum force? In order: 0.1257 0.1188 Eh/bohr.